1.
Entry from OMol25: a structure of composition C37H28N6O2Sr (the ωB97M-V functional and the def2-TZVPD basis).

The HOMO energy comes out at -7.1235 eV.

CARTESIAN COORDINATES (ANGSTROEM)
Sr -0.07775 -0.05474 -0.62398
C -2.04041 -2.96928 0.19729
C -2.72568 -1.81213 0.86224
C -4.07920 -1.88109 1.18552
C -4.67831 -0.80181 1.80023
C -3.91170 0.30963 2.10898
C -2.56553 0.31621 1.76318
N -2.00398 -0.72168 1.12934
C -1.67594 1.46843 2.13604
C -2.11418 2.44796 3.02121
C -1.25568 3.48440 3.33731
C 0.00247 3.52356 2.77278
C 0.37829 2.50461 1.89955
N -0.45224 1.50546 1.60689
C 1.71626 2.51076 1.22230
C 2.67009 3.47439 1.53126
C 3.85888 3.47929 0.82350
C 4.04855 2.54882 -0.17800
C 3.05100 1.61252 -0.42725
C 3.15416 0.63324 -1.55191
N 1.92352 1.58044 0.29107
H -2.54625 -3.89923 0.45308
H -1.00072 -3.03809 0.51515
H -2.06062 -2.85760 -0.88869
H -4.63925 -2.77607 0.95133
H -5.73074 -0.82137 2.05135
H -4.36505 1.15874 2.59550
H -3.09511 2.40694 3.46670
H -1.57157 4.26180 4.02044
H 0.66957 4.33920 3.00006
H 2.50104 4.21361 2.29777
H 4.62177 4.21535 1.04157
H 4.94808 2.53936 -0.77801
H 4.09695 0.72650 -2.08784
H 2.34304 0.83182 -2.25998
H 3.06753 -0.39301 -1.19466
O 0.50908 -2.81580 -4.16099
C 0.10184 -2.11427 -3.25820
N 0.62338 -1.97889 -1.99615
C 1.37449 -2.95666 -1.43622
O 1.55478 -4.11298 -1.77309
C 2.07391 -2.54925 -0.10968
C 3.31533 -3.11115 0.16965
C 3.94733 -2.76810 1.34900
C 3.31306 -1.90873 2.23686
C 2.06761 -1.41657 1.89479
N 1.47105 -1.71858 0.74082
C -1.11154 -1.21188 -3.56073
C -1.44316 -1.00224 -4.89263
C -2.53946 -0.21310 -5.18685
C -3.27619 0.33109 -4.14770
C -2.87425 0.06844 -2.85106
N -1.81688 -0.68826 -2.55898
H 3.74717 -3.80223 -0.53978
H 4.92420 -3.17161 1.58369
H 3.77086 -1.62913 3.17559
H 1.51986 -0.75547 2.55749
H -0.83298 -1.46398 -5.65469
H -2.81731 -0.01797 -6.21466
H -4.13642 0.96060 -4.32771
H -3.40910 0.49300 -2.00834
C -0.15404 2.22572 -1.97104
C -0.19713 3.26258 -2.62291
C -0.23284 4.47633 -3.38335
C 0.80840 5.40858 -3.28428
C 0.78658 6.58435 -4.01557
C -0.27671 6.86195 -4.86548
C -1.31474 5.94780 -4.97398
C -1.29416 4.77022 -4.24370
H 1.63589 5.18982 -2.62125
H 1.60575 7.28666 -3.92151
H -0.29341 7.78072 -5.43752
H -2.14846 6.15132 -5.63487
H -2.10506 4.05873 -4.33500

Charges obtained by Mulliken population analysis, quoted in units of e: 1.6738 -1.0766 0.7155 -0.8586 -0.6500 -0.8427 0.8105 0.1900 0.3299 -1.1579 -0.8667 -1.1897 0.7752 1.1108 0.2535 -1.1928 -0.7209 -1.0131 0.3251 -0.8593 1.2113 0.5462 0.0528 0.0774 0.4745 0.4389 0.3252 0.3072 0.4353 0.3407 0.4019 0.4401 0.4917 0.5010 0.1452 -0.0428 -0.6700 -0.5061 0.2922 -0.3063 -0.6618 0.4368 -0.6153 -0.4708 -0.9102 -0.4444 0.4063 0.6157 -0.6968 -0.4410 -0.7958 -0.3417 0.3300 0.5375 0.4261 0.4486 0.4403 0.5113 0.4261 0.4495 0.4168 3.3419 -3.9464 0.1100 -0.5053 -0.4301 -0.4105 -0.4007 -0.5574 0.4505 0.3548 0.3690 0.3618 0.4826

---

2.
Entry from OMol25: a structure of composition C37H29BiN8O4PS2Se (the ωB97M-V functional and the def2-TZVPD basis).

The HOMO energy (alpha / beta) comes out at -8.3870 / -9.4757 eV. The total charge is +1.

CARTESIAN COORDINATES (ANGSTROEM)
Bi -0.30176 -0.65692 -0.42014
O -4.22206 0.70302 -1.46456
C -3.23158 0.08674 -1.14462
O -1.99363 0.52339 -1.29311
C -3.32345 -1.28748 -0.52566
C -4.49265 -1.87114 -0.16536
C -4.46218 -3.20437 0.36608
C -3.28423 -3.89739 0.37390
C -2.11192 -3.27599 -0.10482
N -2.13373 -1.93671 -0.42519
C -0.89561 -3.97623 -0.31766
O -0.51754 -5.05221 0.05763
O -0.10283 -3.16446 -1.23594
H -5.41078 -1.31559 -0.29349
H -5.37550 -3.67514 0.70168
H -3.22324 -4.93228 0.68519
N 0.10906 1.58141 2.35552
P -0.64339 1.92523 0.85486
C -1.95982 3.09195 1.27524
C -1.65624 4.39840 1.66165
C -2.67735 5.26641 2.01123
C -4.00056 4.83955 1.96563
C -4.30454 3.54434 1.57660
C -3.28545 2.66777 1.23045
C 0.55799 2.96302 -0.02154
C 1.69041 3.52311 0.55791
C 2.54450 4.30981 -0.20430
C 2.26698 4.54218 -1.54462
C 1.13439 3.98497 -2.12745
C 0.28142 3.19585 -1.37109
C -0.04948 0.33523 2.95589
C 0.29879 0.16151 4.29914
C 0.13572 -1.07636 4.87521
C -0.36896 -2.12989 4.11724
C -0.67560 -1.88224 2.80288
N -0.52541 -0.67648 2.21793
H 0.31753 2.32919 3.00113
H -0.62859 4.74454 1.67627
H -2.44256 6.28070 2.30753
H -4.79574 5.52513 2.23012
H -5.33462 3.21543 1.53268
H -3.53029 1.66285 0.91082
H 1.92491 3.33977 1.60036
H 3.42663 4.74543 0.24951
H 2.92889 5.16564 -2.13249
H 0.91801 4.16468 -3.17362
H -0.60204 2.75128 -1.82384
H 0.68400 1.00000 4.86571
H 0.39822 -1.22552 5.91491
H -0.51117 -3.11663 4.53610
H -1.06630 -2.66845 2.16913
C 3.40401 0.51979 0.87411
C 3.24512 0.55380 -0.61309
N 2.14748 0.27652 -1.25098
C 2.31135 0.35760 -2.61649
C 3.56157 0.69499 -3.02001
S 4.55771 0.93906 -1.65580
C 1.17496 0.04624 -3.49061
C 1.10379 0.31295 -4.81565
S -0.31712 -0.36184 -5.46652
C -0.77104 -0.95434 -3.93023
N 0.09221 -0.65487 -2.98895
C -2.02768 -1.74430 -3.76581
H 2.42586 0.55922 1.35380
H 4.01135 1.35488 1.22070
H 3.90310 -0.40372 1.17711
H 3.94605 0.79087 -4.02362
H 1.80985 0.84739 -5.43155
H -2.28859 -2.23872 -4.69967
H -2.85820 -1.09050 -3.49230
H -1.90149 -2.49333 -2.98686
Se 1.57821 -5.23528 -2.32198
N 3.09175 -5.33194 -1.42100
C 3.18384 -4.29359 -0.55429
C 4.22258 -4.08621 0.35860
C 4.07524 -3.07144 1.29038
C 2.92273 -2.29347 1.29673
N 1.93542 -2.42601 0.39585
C 2.10252 -3.37573 -0.49875
N 1.18365 -3.57198 -1.51359
H 5.08582 -4.73875 0.35007
H 4.84738 -2.88522 2.02494
H 2.76395 -1.54909 2.06890

Charges obtained by Mulliken population analysis, quoted in units of e: 4.2996 -0.6814 0.0950 -0.7248 0.0966 -0.6211 -0.8192 -1.0518 -0.7076 0.8822 1.3450 -0.6344 0.0389 0.6084 0.4631 0.5740 0.4569 -0.5202 0.6328 -0.6719 -0.6977 -0.5292 -0.7796 -0.2255 0.5999 0.0936 -0.7411 -0.7043 -0.5982 -0.5823 -0.1387 -1.1125 -0.4298 -1.0997 -0.2180 -0.0108 0.3841 0.3507 0.4273 0.3976 0.4335 0.1561 0.3261 0.4580 0.4241 0.4897 0.4690 0.4847 0.4483 0.5185 0.1979 -1.0765 0.0991 0.9827 -0.6209 -0.5280 -0.2577 -0.2325 -0.6826 -0.2286 0.1350 0.4418 -0.9676 -0.3232 0.6729 0.5122 0.4982 0.4853 0.6214 0.1933 -0.0644 0.2734 -0.8575 0.5196 -0.7979 -1.0663 -1.4190 0.6185 0.2132 -0.2730 0.4759 0.5063 1.2951

---

3.
Entry from OMol25: a structure of composition C37H29F6N5PS2SbW (the ωB97M-V functional and the def2-TZVPD basis).

Its expectation value of S² is 0.773. The HOMO energy (alpha / beta) comes out at -16.2598 / -16.3545 eV. As for the multiplicity: 2. The total charge is +3.

CARTESIAN COORDINATES (ANGSTROEM)
W -0.02700 -0.24190 0.62343
N -1.98239 -0.81576 4.38724
C -0.67674 -0.73711 4.88822
C -0.18250 -0.88155 6.17428
C 1.18801 -0.76920 6.31682
C 2.02107 -0.52962 5.21588
C 1.51530 -0.38602 3.93717
C 0.13606 -0.48432 3.78740
N -0.68968 -0.40158 2.64484
C -1.94567 -0.63407 3.07850
C -3.03606 -0.71327 2.13870
C -4.34798 -1.01387 2.33616
S -5.15235 -1.04745 0.83928
C -3.69920 -0.66838 0.04546
N -2.66319 -0.51522 0.83170
H -2.80685 -1.03797 4.92669
H -0.82682 -1.08134 7.01962
H 1.62921 -0.88072 7.29750
H 3.08945 -0.47205 5.37247
H 2.17677 -0.24392 3.09298
H -4.86823 -1.22667 3.25709
H -3.66158 -0.56961 -1.03003
S 4.37154 0.65480 0.18100
C 4.10661 -0.93355 -0.41388
C 2.79561 -1.27919 -0.41451
C 1.94660 -0.23769 0.09325
C 2.71336 0.86903 0.45296
C 2.09969 1.92337 1.22956
C 2.70600 3.09616 1.65305
C 2.01223 3.94195 2.49969
C 0.73032 3.58662 2.90964
C 0.18448 2.41522 2.43731
N 0.84018 1.59617 1.59425
H 4.94935 -1.52209 -0.74353
H 2.44441 -2.23538 -0.76808
H 3.71253 3.33027 1.33308
H 2.46822 4.85814 2.85108
H 0.16572 4.20190 3.59547
H -0.80075 2.09846 2.75800
N -1.13852 1.55439 -0.07782
C -0.45316 2.37801 -1.07455
C -0.41670 3.75388 -0.98604
C 0.17232 4.46224 -2.02818
C 0.68098 3.79470 -3.13476
C 0.63415 2.40776 -3.20595
C 0.08077 1.68715 -2.15308
P -0.07134 -0.10385 -2.02263
C -1.71043 -0.53490 -2.65646
C -2.15941 -1.86176 -2.64545
C -3.40885 -2.17495 -3.15585
C -4.23135 -1.17196 -3.65914
C -3.79941 0.14701 -3.65938
C -2.53995 0.46807 -3.16669
C 1.18002 -0.83804 -3.08301
C 2.42698 -0.21150 -3.18682
C 3.38602 -0.71825 -4.04442
C 3.12174 -1.86514 -4.78405
C 1.89233 -2.49800 -4.67408
C 0.91661 -1.98542 -3.83314
H -2.01265 1.21623 -0.48451
H -1.42047 2.13533 0.71097
H -0.85495 4.27525 -0.14260
H 0.21322 5.54222 -1.98349
H 1.11415 4.35768 -3.95026
H 1.02903 1.89446 -4.07260
H -1.54449 -2.65520 -2.24431
H -3.74055 -3.20487 -3.16353
H -5.20433 -1.42190 -4.06120
H -4.43092 0.92657 -4.06408
H -2.20335 1.49675 -3.21259
H 2.64713 0.67830 -2.60916
H 4.34080 -0.21861 -4.14120
H 3.87385 -2.26030 -5.45371
H 1.68269 -3.38479 -5.25621
H -0.04408 -2.47523 -3.79233
F -0.73750 -2.09311 -0.07018
Sb -0.08364 -3.73505 1.01680
F -1.36703 -3.18548 2.26293
F 0.91052 -2.09160 1.55949
F 0.79805 -4.83458 2.19253
F 1.15792 -3.89737 -0.35765
F -1.32191 -4.76672 0.11864

Charges obtained by Mulliken population analysis, quoted in units of e: 0.4729 0.1099 0.7034 -1.2089 -0.7224 -1.0002 -0.6011 0.4972 1.6530 0.3041 -0.8582 -0.9093 -0.0999 -0.1086 0.6844 0.2937 0.5042 0.4617 0.5145 0.4723 0.4830 0.2253 -0.1706 -0.5671 -1.0037 1.4679 0.2616 0.8623 -0.7945 -0.9061 -1.2903 -0.3501 0.8938 0.5753 0.5079 0.6256 0.5224 0.5698 0.4951 -0.8583 0.0180 -0.6639 -0.8910 -0.9289 -0.5248 -0.1931 1.7840 1.2432 -0.4534 -1.1105 -0.7622 -0.9448 -0.5172 1.1941 -0.3706 -1.1100 -0.8406 -0.7909 -1.0325 0.5987 0.5938 0.5353 0.4927 0.5312 0.6444 0.3472 0.4822 0.4799 0.4932 0.4204 0.6690 0.5031 0.4491 0.5098 0.3545 -0.3769 2.1437 -0.5280 -0.6550 -0.4639 -0.5488 -0.4926

---

M (g mol⁻¹)
676.29 1032.74 1058.37
Relative energy (zero: lowest compared OMol25 entry of this formula, charge and spin) (eV)
0.000 4.084 1.390